Entry 1:
Density functional theory data (ωB97M-V/def2-TZVPD) for a cluster of 2 separate species, C2H9ClNSi in total.

Element x y z (Å)
C  0.636  1.227  -0.119
C  0.839  -0.938  0.698
N  1.441  0.071  -0.199
Si  -2.488  -0.833  -0.394
Cl  -3.513  0.780  0.179
H  0.270  1.336  0.886
H  1.178  2.069  -0.615
H  -0.304  1.062  -0.567
H  1.490  -1.783  0.942
H  0.553  -0.378  1.597
H  2.418  0.356  0.041
H  1.722  -0.382  -1.120
H  -1.989  -1.718  0.629
H  -2.253  -0.867  -1.959

Results
LUMO level (spin up / spin down): -5.0 / -5.6 eV
HOMO (spin up / spin down): -12.78 / -11.18 eV
Kohn-Sham gap (spin up / spin down): 7.754 / 5.594 eV
Maximum force: 0.08067 Eh/bohr
Spin multiplicity: 1
Electronic energy: -885.6414 hartree
ΔE to the lowest compared entry with this formula, charge and spin: 375.59 kJ/mol
Total charge: +1
Molar mass: 110.6 g/mol

***

Entry 2:
Density functional theory data (ωB97M-V/def2-TZVPD) for a cluster of 3 separate species, C2H9FN3 in total.

Element x y z (Å)
C  0.694  0.424  0.399
H  -0.879  -0.854  1.035
F  0.820  1.665  -1.124
C  -0.700  -0.179  0.180
H  0.693  1.416  0.879
N  1.731  -0.439  -0.012
H  1.484  -1.454  0.016
H  2.590  -0.262  0.517
N  -0.816  -0.996  -1.013
H  -0.278  -1.861  -0.854
H  -0.344  -0.533  -1.803
N  -1.695  0.889  0.259
H  -2.602  0.465  0.086
H  -1.534  1.523  -0.521
H  0.835  0.196  1.954

Results
LUMO level: 4.4 eV
HOMO: -2.20 eV
Kohn-Sham gap: 6.568 eV
Maximum force: 0.08783 Eh/bohr
Spin multiplicity: 1
Electronic energy: -345.6388 hartree
Total charge: -1
Molar mass: 94.1 g/mol

***

Entry 3:
Density functional theory data (ωB97M-V/def2-TZVPD) for a structure of composition C2H9GaN.

Element x y z (Å)
N  -1.734  0.420  0.505
C  -1.015  -0.824  0.169
C  0.501  -0.688  0.220
Ga  1.410  0.834  -0.797
H  -1.082  1.197  0.488
H  -2.149  0.366  1.424
H  -1.325  -1.149  -0.832
H  -1.370  -1.612  0.851
H  0.820  -0.607  1.269
H  0.947  -1.619  -0.155
H  2.913  0.981  -0.198
H  1.473  0.472  -2.376
H  0.613  2.231  -0.569

Results
LUMO level: 4.3 eV
HOMO: -4.32 eV
Kohn-Sham gap: 8.668 eV
Maximum force: 0.00515 Eh/bohr
Spin multiplicity: 1
Electronic energy: -2061.1062 hartree
ΔE to the lowest compared entry with this formula, charge and spin: 70.85 kJ/mol
Total charge: -1
Molar mass: 116.8 g/mol

***

Entry 4:
Density functional theory data (ωB97M-V/def2-TZVPD) for a cluster of 2 separate species, C2H9N in total.

Element x y z (Å)
C  -1.461  -0.188  0.279
C  -0.107  -0.608  0.828
H  -2.166  -1.036  0.256
H  -1.911  0.590  0.912
H  -1.396  0.190  -0.750
H  -0.256  -1.031  1.819
H  0.557  0.242  0.935
H  0.365  -1.385  0.205
H  1.947  1.471  -1.701
H  2.165  0.183  -0.781
H  0.690  0.581  -1.114
N  1.571  0.991  -0.889

Results
LUMO level: 1.2 eV
HOMO: -10.20 eV
Kohn-Sham gap: 11.368 eV
Maximum force: 0.02036 Eh/bohr
Spin multiplicity: 1
Electronic energy: -136.3375 hartree
ΔE to the lowest compared entry with this formula, charge and spin: 12.07 kJ/mol
Structure (SMILES): CC.N
Total charge: 0
Molar mass: 47.1 g/mol

***

Entry 5:
Density functional theory data (ωB97M-V/def2-TZVPD) for a cluster of 2 separate species, C2H9N2 in total.

Element x y z (Å)
N  -1.013  -0.291  -2.028
H  -0.990  -1.160  -2.554
H  -1.953  -0.065  -1.710
H  -0.938  0.406  -2.769
H  -0.126  -0.074  -0.370
C  -0.243  -0.047  1.759
C  1.689  0.372  0.324
N  0.446  -0.170  0.484
H  -1.260  0.350  1.660
H  -0.320  -1.046  2.192
H  0.309  0.645  2.389
H  2.266  0.254  -0.578
H  2.134  0.825  1.201

Results
LUMO level (spin up / spin down): 0.9 / 0.8 eV
<S²>: 0.75
HOMO (spin up / spin down): -5.45 / -9.42 eV
Kohn-Sham gap (spin up / spin down): 6.307 / 10.263 eV
Maximum force: 0.02727 Eh/bohr
Spin multiplicity: 2
Electronic energy: -191.0285 hartree
ΔE to the lowest compared entry with this formula, charge and spin: 14.30 kJ/mol
Total charge: 0
Molar mass: 61.1 g/mol

***

Entry 6:
Density functional theory data (ωB97M-V/def2-TZVPD) for a cluster of 2 separate species, C2H9N2 in total.

Element x y z (Å)
C  -1.015  0.800  0.106
N  0.062  1.268  0.931
C  -0.823  -0.615  -0.344
N  1.624  -1.012  -0.247
H  -1.937  0.823  0.719
H  -1.240  1.505  -0.704
H  0.094  2.247  1.142
H  0.992  0.930  0.711
H  0.614  -0.830  -0.275
H  -1.334  -1.337  0.285
H  1.835  -1.900  0.226
H  2.087  -1.073  -1.142
H  -0.958  -0.806  -1.407

Results
LUMO level: -8.3 eV
HOMO: -14.03 eV
Kohn-Sham gap: 5.702 eV
Maximum force: 0.06870 Eh/bohr
Spin multiplicity: 1
Electronic energy: -190.6857 hartree
ΔE to the lowest compared entry with this formula, charge and spin: 495.19 kJ/mol
Total charge: +1
Molar mass: 61.1 g/mol

***

Entry 7:
Density functional theory data (ωB97M-V/def2-TZVPD) for a cluster of 2 separate species, C2H9N2 in total.

Element x y z (Å)
C  1.777  0.343  0.023
C  -0.554  0.233  -0.454
N  -1.429  1.058  0.174
N  -0.732  -1.202  0.026
H  1.894  -0.660  0.434
H  1.794  1.231  0.666
H  1.780  0.579  -1.069
H  -0.515  0.312  -1.469
H  -1.479  1.961  -0.198
H  -1.874  0.844  1.060
H  -1.730  -1.457  -0.088
H  -0.520  -1.462  1.049
H  0.038  -1.637  -0.526

Results
LUMO level (spin up / spin down): -3.9 / -3.9 eV
HOMO (spin up / spin down): -12.28 / -12.28 eV
Kohn-Sham gap (spin up / spin down): 8.415 / 8.413 eV
Maximum force: 0.11524 Eh/bohr
Spin multiplicity: 1
Electronic energy: -190.7257 hartree
ΔE to the lowest compared entry with this formula, charge and spin: 390.15 kJ/mol
Total charge: +1
Molar mass: 61.1 g/mol

***

Entry 8:
Density functional theory data (ωB97M-V/def2-TZVPD) for a cluster of 2 separate species, C2H9N2 in total.

Element x y z (Å)
N  0.810  -1.609  -1.384
H  1.150  -2.341  -0.868
H  1.481  -1.047  -1.695
H  0.085  -1.973  -2.093
H  0.266  -0.721  -0.782
C  0.227  0.995  1.587
C  -1.354  0.828  -0.127
N  -0.380  0.266  0.442
H  0.037  2.062  1.558
H  1.201  0.597  1.601
H  -0.067  0.805  2.618
H  -1.607  0.443  -1.087
H  -1.849  1.694  0.230

Results
LUMO level: -3.6 eV
HOMO: -15.19 eV
Kohn-Sham gap: 11.558 eV
Maximum force: 0.14518 Eh/bohr
Spin multiplicity: 1
Electronic energy: -190.7980 hartree
ΔE to the lowest compared entry with this formula, charge and spin: 200.21 kJ/mol
Total charge: +1
Molar mass: 61.1 g/mol

***

Entry 9:
Density functional theory data (ωB97M-V/def2-TZVPD) for a cluster of 2 separate species, C2H9N2 in total.

Element x y z (Å)
N  -1.894  0.278  1.178
H  -1.851  -0.102  0.234
H  -2.004  1.299  1.145
H  -0.946  0.131  1.537
H  -2.569  -0.148  1.820
C  1.551  0.723  0.077
C  0.789  0.132  -0.934
N  0.279  -1.107  -0.774
H  2.131  0.052  0.711
H  1.665  1.791  0.226
H  0.576  0.575  -1.907
H  -0.094  -1.507  -1.637
H  1.019  -1.742  -0.441

Results
LUMO level (spin up / spin down): -9.4 / -12.3 eV
<S²>: 0.76
HOMO (spin up / spin down): -20.39 / -22.53 eV
Kohn-Sham gap (spin up / spin down): 11.038 / 10.203 eV
Maximum force: 0.05199 Eh/bohr
Spin multiplicity: 2
Electronic energy: -190.3659 hartree
ΔE to the lowest compared entry with this formula, charge and spin: 0.00 kJ/mol
Total charge: +2
Molar mass: 61.1 g/mol

***

Entry 10:
Density functional theory data (ωB97M-V/def2-TZVPD) for a cluster of 2 separate species, C2H9N2O in total.

Element x y z (Å)
C  0.293  2.317  0.795
O  0.979  1.906  -0.264
H  -0.705  1.834  0.934
H  0.031  3.361  0.835
H  0.677  2.022  1.789
N  -0.685  -0.418  -1.132
C  -0.391  -1.200  0.070
N  0.423  -2.379  -0.102
H  -0.133  -0.762  -1.911
H  -0.380  0.540  -1.000
H  -1.342  -1.454  0.535
H  0.082  -0.632  0.865
H  1.220  -2.114  -0.680
H  -0.069  -3.019  -0.734

Results
LUMO level (spin up / spin down): 1.0 / -2.0 eV
<S²>: 0.75
HOMO (spin up / spin down): -9.12 / -9.10 eV
Kohn-Sham gap (spin up / spin down): 10.079 / 7.086 eV
Maximum force: 0.03915 Eh/bohr
Spin multiplicity: 2
Electronic energy: -266.2360 hartree
ΔE to the lowest compared entry with this formula, charge and spin: 101.00 kJ/mol
Total charge: 0
Molar mass: 77.1 g/mol

***

Entry 11:
Density functional theory data (ωB97M-V/def2-TZVPD) for a cluster of 2 separate species, C2H9N2O in total.

Element x y z (Å)
C  -0.614  0.807  0.120
C  -0.703  -0.524  -0.114
N  -0.001  -1.504  0.598
N  -1.614  1.774  0.074
H  0.282  1.122  0.680
H  -1.084  -0.948  -1.029
H  -0.301  -1.502  1.598
H  1.090  -1.288  0.384
H  0.000  -2.515  0.247
H  -2.621  1.567  0.425
H  -1.462  2.770  -0.181
H  2.375  0.514  -1.172
H  2.862  -1.018  -0.863
O  2.259  -0.286  -0.604

Results
LUMO level (spin up / spin down): 0.4 / 0.3 eV
<S²>: 0.76
HOMO (spin up / spin down): -3.41 / -6.50 eV
Kohn-Sham gap (spin up / spin down): 3.778 / 6.804 eV
Maximum force: 0.08391 Eh/bohr
Spin multiplicity: 2
Electronic energy: -266.1562 hartree
ΔE to the lowest compared entry with this formula, charge and spin: 310.64 kJ/mol
Total charge: 0
Molar mass: 77.1 g/mol

***

Entry 12:
Density functional theory data (ωB97M-V/def2-TZVPD) for a cluster of 2 separate species, C2H9N2OP in total.

Element x y z (Å)
C  -1.663  0.812  0.414
C  -1.965  -0.585  -0.132
N  1.836  -0.018  -0.711
N  2.804  0.118  0.379
O  -0.579  0.887  1.237
P  -0.851  -1.811  -0.098
H  -2.570  1.113  1.006
H  -1.695  1.425  -0.497
H  -2.969  -0.482  -0.697
H  2.447  -0.404  1.230
H  1.973  -0.932  -1.231
H  2.078  0.716  -1.402
H  2.642  1.155  0.495
H  0.207  0.780  0.681
H  -1.694  -2.775  -0.673

Results
LUMO level: 0.6 eV
HOMO: -8.65 eV
Kohn-Sham gap: 9.213 eV
Maximum force: 0.05628 Eh/bohr
Spin multiplicity: 1
Electronic energy: -607.5841 hartree
ΔE to the lowest compared entry with this formula, charge and spin: 400.04 kJ/mol
Structure (SMILES): [H]/P=C/CO.NN
Total charge: 0
Molar mass: 108.1 g/mol

***

Entry 13:
Density functional theory data (ωB97M-V/def2-TZVPD) for a cluster of 2 separate species, C2H9N2OP in total.

Element x y z (Å)
C  1.002  0.644  2.442
C  0.565  -0.669  -1.718
N  0.626  -0.547  2.219
N  -0.435  -0.964  -0.703
O  -1.204  1.507  -0.773
P  -1.826  -0.019  -0.536
H  2.053  0.569  2.684
H  -1.145  2.138  -0.142
H  0.619  1.624  2.216
H  1.145  -1.516  -1.806
H  0.104  -0.773  -2.718
H  1.269  0.102  -1.542
H  -0.359  -0.432  2.009
H  -0.192  -1.349  0.172
H  -2.224  -0.315  -1.804

Results
LUMO level: 0.7 eV
HOMO: -9.06 eV
Kohn-Sham gap: 9.726 eV
Maximum force: 0.09566 Eh/bohr
Spin multiplicity: 1
Electronic energy: -607.6413 hartree
ΔE to the lowest compared entry with this formula, charge and spin: 249.95 kJ/mol
Structure (SMILES): CNPO.C=N
Total charge: 0
Molar mass: 108.1 g/mol

***

Entry 14:
Density functional theory data (ωB97M-V/def2-TZVPD) for an isolated molecule of C2H9N2OP.

Element x y z (Å)
C  -1.270  1.566  1.003
C  0.688  -2.188  0.094
N  -0.519  1.436  -0.284
N  0.081  -1.096  -0.598
O  1.796  0.585  0.351
P  0.771  0.478  -0.644
H  -2.121  0.796  0.963
H  -0.523  1.317  1.761
H  -1.853  2.581  1.081
H  1.404  -1.594  0.781
H  -0.139  -2.750  0.593
H  1.327  -2.779  -0.608
H  -0.578  2.331  -0.890
H  -0.193  -1.285  -1.583
H  1.128  0.602  -2.020

Results
LUMO level: 0.9 eV
HOMO: -9.07 eV
Kohn-Sham gap: 9.991 eV
Maximum force: 0.09420 Eh/bohr
Spin multiplicity: 1
Electronic energy: -607.7056 hartree
ΔE to the lowest compared entry with this formula, charge and spin: 81.21 kJ/mol
Structure (SMILES): CN[PH](=O)NC
Total charge: 0
Molar mass: 108.1 g/mol

***

Entry 15:
Density functional theory data (ωB97M-V/def2-TZVPD) for a cluster of 2 separate species, C2H9N2S in total.

Element x y z (Å)
N  2.090  -2.213  0.241
C  1.176  -1.234  0.130
N  0.201  -1.000  0.947
H  2.116  -2.840  0.990
H  2.803  -2.366  -0.462
H  1.252  -0.535  -0.739
H  -0.378  -0.191  0.754
H  0.138  -1.612  1.802
C  -2.038  0.790  -0.671
S  -0.615  1.849  -0.233
H  -1.733  -0.273  -1.050
H  -2.633  0.622  0.245
H  -2.682  1.188  -1.454
H  0.087  1.585  -1.434

Results
LUMO level (spin up / spin down): 0.9 / 0.8 eV
<S²>: 0.75
HOMO (spin up / spin down): -3.59 / -8.94 eV
Kohn-Sham gap (spin up / spin down): 4.456 / 9.743 eV
Maximum force: 0.12817 Eh/bohr
Spin multiplicity: 2
Electronic energy: -589.1816 hartree
ΔE to the lowest compared entry with this formula, charge and spin: 130.59 kJ/mol
Total charge: 0
Molar mass: 93.2 g/mol

***

Entry 16:
Density functional theory data (ωB97M-V/def2-TZVPD) for a cluster of 2 separate species, C2H9N2S in total.

Element x y z (Å)
C  0.936  0.559  -0.232
C  1.521  -0.306  0.638
N  -1.602  0.290  -0.659
N  1.454  0.026  1.894
S  -2.766  -0.575  -1.396
H  1.369  0.631  -1.301
H  0.804  1.512  0.202
H  -0.452  0.277  -0.640
H  2.114  -1.204  0.327
H  -1.843  0.980  0.066
H  2.036  -0.492  2.614
H  -2.226  -0.738  -2.621
H  1.052  0.889  2.213
H  -2.398  -1.850  -1.104

Results
LUMO level: -3.4 eV
HOMO: -12.43 eV
Kohn-Sham gap: 9.035 eV
Maximum force: 0.09297 Eh/bohr
Spin multiplicity: 1
Electronic energy: -588.9344 hartree
ΔE to the lowest compared entry with this formula, charge and spin: 355.73 kJ/mol
Total charge: +1
Molar mass: 93.2 g/mol

***

Entry 17:
Density functional theory data (ωB97M-V/def2-TZVPD) for a structure of composition C2H9N2S2.

Element x y z (Å)
C  0.588  2.503  -2.471
S  0.827  1.862  -0.629
S  1.043  -0.301  -0.681
H  1.513  2.010  -2.941
H  -0.300  1.929  -2.741
H  0.737  3.537  -2.273
H  1.533  -0.218  -2.021
N  -0.990  -0.334  1.365
C  -1.225  -1.569  1.737
N  -0.252  -2.423  2.069
H  0.018  -0.262  0.802
H  -1.765  0.302  1.074
H  -2.245  -1.879  1.955
H  -0.236  -2.957  2.996
H  0.754  -2.200  1.757

Results
LUMO level: -4.1 eV
HOMO: -12.21 eV
Kohn-Sham gap: 8.074 eV
Maximum force: 0.10077 Eh/bohr
Spin multiplicity: 1
Electronic energy: -987.1688 hartree
ΔE to the lowest compared entry with this formula, charge and spin: 242.90 kJ/mol
Total charge: +1
Molar mass: 125.2 g/mol

***

Entry 18:
Density functional theory data (ωB97M-V/def2-TZVPD) for a cluster of 2 separate species, C2H9N2S2 in total.

Element x y z (Å)
C  -0.339  1.002  1.346
C  0.381  -0.104  1.139
N  -0.061  -1.073  0.115
N  -0.042  1.964  2.296
H  -1.080  1.295  0.605
H  1.304  -0.384  1.623
H  -0.068  -2.030  0.475
H  -1.013  -0.850  -0.182
H  0.551  -1.038  -0.734
H  0.923  1.893  2.595
H  -0.178  2.906  1.945
S  0.903  -0.566  -2.980
S  -1.102  -1.239  -3.133
H  0.610  0.664  -2.484
H  -0.789  -2.439  -2.625

Results
LUMO level: -3.5 eV
HOMO: -13.08 eV
Kohn-Sham gap: 9.604 eV
Maximum force: 0.02463 Eh/bohr
Spin multiplicity: 1
Electronic energy: -987.2097 hartree
ΔE to the lowest compared entry with this formula, charge and spin: 135.43 kJ/mol
Total charge: +1
Molar mass: 125.2 g/mol